The following is a quantum chemistry calculation of C48H54F2Ge2N5RhSi2 as an isolated structure in a non-equilibrium geometry, from the Open Molecules 2025 dataset.

Each line ends with the Mulliken spin population.
CARTESIAN COORDINATES (ANGSTROEM)
Rh: 0.20760 -0.13660 0.12730  0.16
F: 0.55730 1.27660 5.39830  0.00
C: -0.13140 0.58560 4.47430  0.00
C: 0.26760 0.64410 3.14960  0.00
C: -0.38710 -0.12440 2.20150  -0.02
C: -1.50980 -0.90070 2.56070  0.02
C: -1.91210 -0.86830 3.90260  0.00
F: -3.01150 -1.53160 4.32190  0.00
C: -1.22740 -0.16010 4.86920  0.00
C: -2.19070 -1.65900 1.51350  -0.01
C: -3.19480 -2.60510 1.74500  0.00
C: -3.78220 -3.25570 0.67930  0.00
C: -3.34820 -2.97370 -0.61130  0.00
C: -2.34940 -2.03410 -0.76690  -0.01
N: -1.79050 -1.39970 0.25400  0.02
H: 1.10450 1.27300 2.88160  0.00
H: -1.55120 -0.18200 5.89630  0.00
H: -3.51210 -2.84130 2.74510  0.00
H: -4.56930 -3.97390 0.85220  0.00
H: -3.78670 -3.46220 -1.46630  0.00
H: -1.98520 -1.75780 -1.75030  0.00
C: 5.87480 -0.20210 1.21290  0.04
Si: 4.06230 -0.59470 1.71290  -0.03
C: 3.87280 -2.48140 1.90060  0.02
C: 3.67040 0.12640 3.44110  0.00
C: 2.98500 0.08280 0.29410  0.64
C: 2.46540 1.41200 0.37040  -0.04
C: 3.14260 2.46080 1.02550  0.09
C: 2.71560 3.76330 0.87860  -0.03
C: 1.62430 4.03660 0.06170  0.07
C: 0.97910 2.96640 -0.53290  -0.02
N: 1.35300 1.70930 -0.35390  0.05
Si: 3.25270 -0.43180 -1.52230  -0.01
C: 4.41060 0.87660 -2.30340  0.02
C: 1.64620 -0.31230 -2.58980  0.02
C: 4.13430 -2.11390 -1.72590  0.00
H: 6.55060 -0.34800 2.04970  0.00
H: 5.98650 0.82170 0.86980  0.00
H: 6.21370 -0.84700 0.40800  0.00
H: 4.52520 -2.83730 2.69120  0.00
H: 4.13090 -3.01930 0.99740  0.00
H: 2.85820 -2.75140 2.16750  -0.01
H: 4.49930 -0.06000 4.11670  0.00
H: 2.79400 -0.35260 3.86790  0.00
H: 3.48840 1.19440 3.45450  0.00
H: 4.03560 2.24350 1.58370  0.00
H: 3.24270 4.56550 1.37330  0.00
H: 1.26480 5.03960 -0.09160  0.00
H: 0.12750 3.12530 -1.18390  0.01
H: 4.08100 1.88150 -2.05840  0.00
H: 4.41710 0.78500 -3.38540  0.00
H: 5.43400 0.76890 -1.96220  0.00
H: 1.65720 0.62330 -3.14380  0.00
H: 0.72120 -0.32130 -1.97120  0.00
H: 1.58480 -1.11220 -3.32430  0.00
H: 5.04060 -2.14310 -1.13110  0.00
H: 4.43330 -2.23390 -2.76200  0.00
H: 3.53390 -2.97270 -1.45190  0.00
N: 2.80770 -9.07000 -5.20730  0.00
C: 2.50850 -8.28220 -4.43260  0.00
C: 2.13450 -7.31600 -3.46720  0.00
C: 2.47360 -7.50480 -2.12770  0.00
C: 2.12270 -6.55930 -1.18630  0.00
C: 1.42380 -5.41940 -1.57170  0.00
C: 1.07160 -5.23680 -2.90800  0.00
C: 1.42710 -6.17740 -3.85210  0.00
N: 1.10090 -4.43230 -0.62470  0.00
C: 0.87330 -4.58760 0.71670  0.00
C: 0.64200 -3.33990 1.21540  0.00
N: 0.74530 -2.42460 0.21090  0.06
C: 1.00450 -3.10810 -0.87620  -0.01
H: 3.01850 -8.38770 -1.83590  0.00
H: 2.40870 -6.69610 -0.15600  0.00
H: 0.51130 -4.36530 -3.20910  0.00
H: 1.16030 -6.03800 -4.88850  0.00
H: 0.86990 -5.54070 1.20220  0.00
H: 0.40300 -3.05340 2.22090  0.00
H: 1.16130 -2.68560 -1.84530  0.00
C: -1.89000 2.63070 -3.61890  0.00
Ge: -3.36020 1.95910 -2.40150  -0.01
C: -3.96030 0.25090 -3.29090  0.00
C: -4.94940 3.19490 -2.35900  0.00
Ge: -1.96440 1.46920 0.06900  0.00
C: -3.68170 0.99300 1.01470  -0.01
C: -4.70890 0.24990 0.44600  0.00
C: -5.78800 -0.17930 1.19780  0.00
C: -5.84380 0.10930 2.55060  0.00
C: -4.83370 0.85710 3.13010  0.00
C: -3.77050 1.30390 2.36760  0.00
C: -1.79800 3.40950 0.63350  0.00
C: -1.26610 3.69200 1.88720  0.00
C: -1.12650 4.99580 2.32870  0.00
C: -1.50010 6.04910 1.51300  0.00
C: -2.00810 5.78910 0.25240  0.00
C: -2.14310 4.48200 -0.18000  0.00
H: -2.27040 2.59140 -4.63620  0.00
H: -1.01770 1.98520 -3.55130  0.00
H: -1.58880 3.65010 -3.40160  0.00
H: -4.36630 0.53950 -4.25670  0.00
H: -4.73560 -0.27240 -2.74160  0.00
H: -3.12860 -0.42670 -3.45580  0.00
H: -5.25300 3.36480 -3.38830  0.00
H: -4.72820 4.14850 -1.89290  0.00
H: -5.76750 2.72860 -1.81940  0.00
H: -4.66700 0.00110 -0.60550  0.00
H: -6.58170 -0.74410 0.73000  0.00
H: -6.66960 -0.24510 3.14830  0.00
H: -4.86870 1.09030 4.18290  0.00
H: -2.99340 1.89430 2.83320  0.00
H: -0.94700 2.87800 2.52650  0.00
H: -0.71590 5.19040 3.30900  0.00
H: -1.38830 7.06630 1.85360  0.00
H: -2.29050 6.60530 -0.39610  0.00
H: -2.51680 4.29400 -1.17870  0.00

Its energy above the lowest of the compared OMol25 structures with the same formula, charge and spin is 81.3 kcal per mole. The expectation value of S² is 0.798. The total energy comes out at -195327.22288 eV. The value obtained for the HOMO-LUMO gap (alpha / beta) is 6.53 / 6.24 eV. Its spin multiplicity is 2. The total charge is +1.